{"formula": "C6F18O18S6Zn", "method": "ωB97M-V/def2-TZVPD", "species": ["O", "O", "O", "F", "O", "O", "F", "F", "F", "S", "O", "O", "S", "C", "F", "F", "S", "C", "S", "O", "O", "F", "O", "F", "O", "Zn", "F", "O", "C", "F", "C", "O", "F", "S", "F", "O", "S", "F", "F", "C", "F", "O", "F", "O", "C", "O", "O", "F", "F"], "positions_angstrom": [[-15.4239, -23.1036, 8.2593], [-16.7686, -18.7788, 15.2334], [-17.3350, -17.3956, 13.2469], [-12.4463, -21.6301, 12.2480], [-16.6151, -22.3102, 10.3142], [-17.4645, -23.9617, 14.8795], [-11.7430, -21.6454, 14.3533], [-19.2900, -26.1423, 13.7737], [-12.6192, -23.4451, 13.5229], [-17.5743, -18.6246, 14.0152], [-18.8550, -20.8544, 10.9545], [-16.2350, -19.6662, 10.8889], [-19.6296, -19.8982, 10.0845], [-17.9643, -23.7510, 8.4643], [-20.2279, -19.4441, 13.9321], [-19.1766, -23.3130, 8.8781], [-14.4715, -21.6178, 14.0839], [-18.7080, -25.3549, 12.8697], [-16.0105, -18.4764, 10.0455], [-16.8113, -18.4888, 8.8154], [-16.0436, -17.2316, 10.8544], [-17.7313, -24.8810, 9.1753], [-19.5061, -18.4822, 10.5694], [-21.6939, -21.6005, 10.1500], [-16.9303, -21.2666, 8.1220], [-17.0428, -21.2779, 11.8864], [-21.8653, -19.9754, 11.6175], [-14.3714, -20.2507, 14.5918], [-14.1875, -18.6804, 9.3459], [-14.0714, -18.2300, 8.1438], [-12.6960, -22.1173, 13.5198], [-19.3816, -19.9347, 8.6443], [-13.8075, -19.9735, 9.4315], [-18.3610, -23.6550, 13.7355], [-13.3443, -17.9195, 10.0791], [-17.6995, -22.8084, 12.7282], [-16.6222, -22.4997, 8.8420], [-19.8453, -17.2868, 14.4390], [-17.5019, -25.8124, 12.4538], [-19.4670, -18.5783, 14.6297], [-19.4665, -25.1933, 11.8092], [-15.3412, -21.6173, 12.8920], [-19.4810, -18.9006, 15.9400], [-19.7006, -23.2199, 14.0193], [-21.4874, -20.2926, 10.3660], [-14.8632, -22.6942, 15.0421], [-17.5264, -19.8653, 13.2068], [-18.1098, -24.0009, 7.1684], [-22.2568, -19.5719, 9.4965]], "atomic_forces_ev_per_a": [[-0.66, -1.10, 0.90], [-1.51, 0.67, -0.53], [-1.10, -1.42, 1.56], [0.17, -0.82, 1.62], [0.31, -2.46, -3.04], [-2.04, -0.20, -1.97], [-0.10, -0.13, -0.40], [0.01, -0.95, -0.41], [0.58, -0.16, -0.41], [1.68, -0.57, -0.83], [-3.08, 1.05, -2.10], [1.42, 1.39, -1.31], [3.23, 3.51, 0.82], [-0.81, 1.06, 1.97], [0.04, 1.17, 0.96], [0.46, -0.05, -0.09], [-3.16, 0.48, 1.30], [2.21, 3.50, 0.87], [-2.09, 0.62, 0.67], [1.53, 0.53, 1.13], [1.03, -1.69, -2.07], [0.07, -0.10, -0.87], [-1.21, -2.83, -0.26], [-0.65, 0.19, 0.08], [-0.67, -1.88, 0.62], [0.13, 2.24, -0.32], [-0.22, -0.32, -0.66], [1.26, -1.66, -0.01], [-1.90, -0.48, 3.21], [0.16, 0.18, -2.43], [-1.67, 1.10, -0.81], [-1.43, -1.30, 1.34], [0.25, 0.75, -0.41], [1.94, 0.41, 0.99], [0.55, -0.28, 0.40], [-1.49, -3.12, 1.33], [1.69, 3.50, -0.63], [-0.97, -0.93, 0.62], [-0.78, -0.97, 0.29], [3.11, -0.31, -1.58], [-0.68, -0.57, -0.36], [2.69, -0.92, 0.68], [-0.92, 0.39, -0.37], [-0.60, -0.24, 0.43], [1.77, 0.35, -0.10], [1.85, 1.90, -1.55], [-1.07, 1.63, 1.61], [0.51, -0.58, -0.40], [0.13, -0.58, 0.55]], "lumo_ev": 8.17, "total_charge": -4, "e_homo_ev": 1.36, "relative_energy_kcal_mol": 96.2}

---

{"formula": "C6H10", "method": "ωB97M-V/def2-TZVPD", "species": ["C", "H", "H", "C", "C", "H", "C", "H", "H", "H", "H", "C", "H", "H", "C", "H"], "positions_angstrom": [[-0.3794, 1.1199, 0.2076], [-0.0030, -1.1314, -1.9491], [1.5330, 0.4701, 1.1705], [0.4364, -0.8834, -0.9762], [0.5722, 0.6249, -0.8489], [-1.2575, -2.0255, -0.1799], [-0.4880, -1.3360, 0.1829], [-1.0985, -0.0785, 1.8816], [0.7504, 1.2037, -1.7517], [0.0797, -1.8822, 0.9427], [-2.1945, 0.0061, 0.5056], [-1.1376, -0.0640, 0.7855], [1.5845, 2.1380, 0.4239], [-0.9100, 2.0610, 0.0844], [1.1024, 1.1641, 0.4494], [1.4100, -1.3869, -0.9283]], "atomic_forces_ev_per_a": [[-0.15, 0.05, 0.01], [0.03, 0.05, 0.14], [-0.09, 0.06, -0.13], [0.01, -0.01, -0.04], [0.01, -0.01, -0.16], [0.15, 0.07, 0.08], [0.02, -0.07, 0.06], [-0.03, 0.01, -0.16], [-0.03, -0.08, 0.16], [-0.05, 0.13, -0.09], [0.14, -0.01, 0.00], [-0.05, 0.03, 0.01], [-0.08, -0.18, 0.02], [0.12, -0.15, 0.02], [0.14, 0.04, 0.12], [-0.15, 0.07, -0.04]], "lumo_ev": 1.25, "smiles": "C1C[C@@H]2C[C@@H]2C1", "e_homo_ev": -9.83, "relative_energy_kcal_mol": 9.1}

---

| no. | frontier orbital gap (eV) |
| --- | --- |
| 1 | 6.816 |
| 2 | 11.087 |